A molecular structure, CH2CdLiO at a distorted geometry, computed with wB97M-V/def2-TZVPD.

Computed properties:
Gap between HOMO and LUMO (spin up / spin down) (eV): 5.7 / 7.0
Net charge: +1
Highest occupied orbital energy (spin up / spin down) (eV): -11.31 / -11.70
ΔE to the lowest compared entry with this formula, charge and spin (kcal/mol): 44.8
Electronic energy (eV): -7874.2503

Geometry (Å):
Cd: -0.330253 0.549826 2.229307
O: 1.595689 -0.149626 -2.122392
C: 1.297380 -0.928014 -1.332205
Li: -1.574383 0.403318 0.675166
H: 0.179455 -0.168786 0.526754
H: 1.061789 -1.900294 -0.958033

Cartesian forces (eV/Å) of the 2 atoms listed first:
2.217 0.629 3.856
-0.057 -1.438 1.041

The molecule's natural (NBO) atomic charges, reported in e, are given here:
1. Cd 0.28
2. O -0.31
3. C 0.58
4. Li 0.86
5. H -0.66
6. H 0.25